Below is CH4BrP in the gas phase at a distorted geometry, with properties calculated with the ωB97M-V functional and the def2-TZVPD basis.

CARTESIAN COORDINATES (ANGSTROEM)
C (0.31, -0.41, -0.54)
P (-0.36, 1.13, 0.13)
Br (-1.68, 0.23, 1.65)
H (-0.51, -0.92, -1.16)
H (0.78, -1.20, 0.22)
H (0.83, 0.06, -1.33)
H (0.63, 1.11, 1.02)

Output
**Highest occupied orbital energy**: -9.59 eV
**Charge**: 0
**SMILES**: CPBr
**M**: 126.92 u